(1)
C30H60O30 | ωB97M-V/def2-TZVPD

Atoms and positions in Å:
C  19.6850  13.1315  15.6312
O  21.0581  13.5401  15.2937
C  21.8546  12.6297  14.7744
O  21.5794  11.4802  14.5069
O  23.0443  13.2374  14.5815
C  24.1629  12.3601  14.5100
H  19.8060  12.1970  16.1340
H  19.0047  13.0799  14.8010
H  19.2608  13.8701  16.3266
H  24.7992  12.3289  15.4618
H  24.8083  12.8003  13.7704
H  23.9266  11.3440  14.2065
C  17.2320  19.1301  15.4700
O  16.8977  18.8233  16.8358
C  16.3638  19.8293  17.5412
O  16.2379  20.9875  17.2810
O  15.9685  19.3218  18.8089
C  15.3061  20.2710  19.6187
H  18.0945  19.8038  15.4002
H  16.3772  19.6957  14.9197
H  17.3946  18.1889  15.0254
H  14.3966  20.5681  19.1303
H  15.8803  21.2140  19.6711
H  15.1709  19.8344  20.6098
C  14.1744  13.6112  8.3394
O  12.9166  13.1025  8.7274
C  12.3258  13.6267  9.7853
O  12.8464  14.2949  10.7062
O  11.0359  13.4359  9.6635
C  10.1641  14.0051  10.6298
H  14.1509  14.4579  7.6536
H  14.7533  12.7977  7.7906
H  14.7815  13.9129  9.2371
H  9.1612  13.7570  10.2434
H  10.2825  15.0955  10.6482
H  10.3857  13.5508  11.5505
C  16.3419  10.9966  17.8130
O  17.5803  10.5883  17.1796
C  17.4031  10.2740  15.8889
O  16.3523  10.3839  15.2354
O  18.5843  9.8465  15.5322
C  18.6905  9.4909  14.1382
H  16.6641  11.5709  18.6417
H  15.7358  10.1905  18.1261
H  15.7604  11.6249  17.1271
H  19.6066  8.9370  13.9931
H  18.7700  10.4456  13.5714
H  17.8185  8.8438  13.7994
C  15.4762  15.6767  13.9364
O  16.5101  15.8994  14.9164
C  16.5982  15.1094  15.9754
O  15.9802  14.0693  16.1034
O  17.4224  15.6078  16.8673
C  17.4776  14.7883  18.0341
H  14.4629  15.7069  14.4060
H  15.5827  14.7193  13.4010
H  15.5910  16.4760  13.2050
H  17.6753  13.7450  17.8381
H  16.5463  14.8382  18.6179
H  18.3312  15.1163  18.6661
C  20.4591  13.9669  20.9728
O  20.5355  13.3892  19.6925
C  20.8266  12.1142  19.6195
O  21.1504  11.3915  20.5303
O  20.7634  11.8234  18.3254
C  20.8899  10.4879  17.8276
H  19.7660  13.5748  21.7182
H  20.2489  15.0248  20.8062
H  21.4851  14.0164  21.4048
H  21.1751  10.5069  16.7686
H  19.9326  9.9567  17.8674
H  21.7009  10.0371  18.4541
C  10.3451  16.6384  17.1279
O  11.5470  16.0966  16.5412
C  11.3706  15.0303  15.7701
O  10.3273  14.7008  15.3184
O  12.5866  14.4414  15.5580
C  12.8204  13.4510  14.5401
H  9.5908  15.9329  17.0623
H  10.0640  17.5355  16.5283
H  10.6125  17.0301  18.0932
H  13.8407  13.6110  14.1604
H  12.0979  13.6930  13.7163
H  12.6299  12.3927  14.7526
C  12.2185  20.4096  8.8714
O  12.1482  18.9711  9.2270
C  12.1779  18.7849  10.4950
O  12.1879  19.5663  11.4044
O  12.2251  17.4799  10.6824
C  12.1674  17.1175  12.0827
H  13.2433  20.6827  8.6787
H  11.9469  21.0385  9.6610
H  11.4919  20.4650  8.0198
H  12.8597  17.7285  12.6785
H  12.3488  16.0616  12.1918
H  11.1686  17.3912  12.4255
C  14.3655  17.0746  17.8655
O  13.5146  18.2012  17.5983
C  13.3297  18.3774  16.3120
O  13.8747  17.8187  15.3927
O  12.4631  19.4115  16.1213
C  12.2493  19.7840  14.7740
H  14.0857  16.1928  17.3001
H  14.2416  16.7657  18.9213
H  15.3558  17.3540  17.7312
H  11.6704  19.0073  14.3249
H  13.1931  19.9640  14.2893
H  11.6261  20.7196  14.7407
C  15.7008  12.1376  12.4328
O  16.9663  12.7177  12.0578
C  17.3936  12.8026  10.8253
O  16.7534  12.6763  9.8641
O  18.6933  13.0047  10.8463
C  19.2424  13.3490  9.5662
H  15.7897  11.7289  13.4501
H  15.5726  11.1689  11.8060
H  14.7964  12.8044  12.2023
H  19.0084  14.3786  9.1890
H  19.0244  12.5869  8.8043
H  20.3624  13.4989  9.7134

Cartesian forces, eV/Å:
0.8990 0.5012 0.6397
-1.4518 0.5394 0.0405
-0.0466 -0.1356 -0.1232
0.1761 0.5003 0.2532
-0.1550 -0.8356 0.5238
1.5327 0.0150 0.6409
-0.4951 -0.5864 0.1830
0.1473 -0.1628 -0.8114
0.7165 -0.1246 -0.2623
-1.3488 0.1749 -0.9212
0.2964 0.0642 -0.4102
-0.3594 0.0879 0.0663
-1.4535 2.2753 -0.5651
-0.5779 0.9704 0.3320
-0.3451 -0.8734 2.6279
0.1069 -0.0947 -0.8736
1.2187 -0.0699 -2.2454
0.5834 1.1066 -0.0923
-0.0223 -0.3573 0.2577
1.1953 -1.1495 1.1324
0.2849 -0.9279 -0.5655
-0.8145 -0.1357 0.0963
0.0342 -0.5133 0.2695
-0.0811 0.0109 -0.3021
2.8134 -0.6171 0.4152
-0.2033 -0.1395 -0.3673
1.1089 2.6110 1.9655
-0.8404 -1.8908 -2.0475
-0.3743 -0.6238 -0.7144
-0.5371 0.6183 -1.4057
-0.7429 0.0918 0.0779
-0.9700 0.8505 0.9313
-0.6854 -0.4130 -0.9304
0.4259 0.0716 0.4958
0.0732 -0.2797 0.1846
-0.0858 -0.3096 1.4670
0.4589 1.2031 -1.1242
-1.8191 0.1281 0.1210
-1.9019 0.5358 -0.0006
2.6519 -0.4419 1.2794
0.4418 -0.9417 -1.7705
-0.7984 0.1813 -0.8734
0.1384 0.5252 0.9365
-0.3673 -1.1928 0.2530
0.2532 -0.0982 0.2140
0.2209 -0.0336 0.2969
-0.2743 -0.7944 0.1153
0.9844 1.0535 0.5055
-0.7746 -0.5497 0.1282
0.3477 0.5443 -0.1211
-1.7138 -1.0907 -1.1419
0.2311 0.3690 -0.0622
0.5362 -0.0302 0.5343
0.7160 0.1560 1.6425
0.9872 0.1840 -0.2706
0.3275 0.2606 0.4237
-0.0596 0.0377 0.2555
-0.0924 -0.2483 -0.5254
0.2258 0.1771 -0.3212
-0.6406 0.2441 -0.5906
1.8165 1.5907 0.9670
-1.0689 0.9121 0.1908
0.7473 -1.3947 -0.1902
-0.3414 0.1292 -0.3016
-0.5153 0.2175 -1.0041
1.0296 -0.6517 1.0283
-0.0568 -0.5289 -0.5452
-0.4181 -0.1541 -0.1461
-0.6720 -0.4855 -0.0044
0.1010 0.4258 0.3897
0.2725 0.1141 0.4061
-0.8552 -0.2360 -0.7212
1.4597 2.4069 -1.4380
0.4898 -0.1317 0.7165
1.9221 -0.2766 -0.4774
-1.2170 -0.9272 -0.7678
-0.1680 0.2733 0.9478
-1.4568 0.9399 -1.8612
-1.5185 -1.2708 0.3614
0.0232 -0.6591 0.2572
0.0086 -0.3597 0.5271
-0.4881 -0.1825 0.5275
0.7122 -0.2458 0.3862
0.1461 0.4077 0.8824
-0.7794 -1.7387 -1.7254
0.1526 2.7100 -2.0762
0.3112 -1.6414 1.8520
-0.1079 1.3910 0.2065
0.1449 -1.4307 0.8535
-0.2502 0.8942 0.1804
0.2978 -0.2497 -0.7314
-0.9352 0.5489 1.3360
1.1242 0.3832 0.6196
0.0233 -0.3919 -0.3019
0.0966 -0.2288 -0.3199
-0.0658 -0.2593 0.1897
-1.3899 -1.2545 1.4695
-0.1592 -0.6571 0.3004
-0.5255 1.6568 -1.4971
0.0700 -0.2996 0.3024
0.4009 -0.4538 1.4259
-0.7961 1.0966 0.0860
-0.0997 0.1444 -0.5004
-0.1603 0.6602 -0.3900
1.7045 0.2796 -0.4700
-0.1183 -0.4818 -0.8039
0.2018 -0.0870 -0.4428
0.7265 -0.8795 0.3924
-0.9807 -1.8149 -2.1596
-0.1411 0.1614 2.3675
0.7595 -0.2903 2.1687
-2.4812 -0.3937 -3.5282
1.3924 0.9388 -0.3850
2.1081 1.0571 -0.3770
-0.0191 0.9291 -0.1761
0.0137 1.6314 0.7005
1.4968 -0.7520 0.5034
-0.7997 -0.9482 0.5131
0.0826 0.3462 0.3687
-1.3517 -0.9161 0.0502

## Properties
- SMILES: COC(=O)OC.COC(=O)OC.COC(=O)OC.COC(=O)OC.COC(=O)OC.COC(=O)OC.COC(=O)OC.COC(=O)OC.COC(=O)OC.COC(=O)OC

(2)
C27H33AsMgO3SSe2 | ωB97M-V/def2-TZVPD

Atoms and positions in Å:
Mg  0.8504  0.6561  -2.0400
O  -2.4523  0.9561  -5.2790
C  -3.1989  0.1001  -4.4337
C  -2.4378  -0.4131  -3.1978
C  -3.2886  -1.5115  -2.5359
O  -4.5372  -1.0654  -2.0236
C  -1.1376  -1.0600  -3.6766
Se  0.1306  -1.6840  -2.2736
C  -2.2455  0.7036  -2.1649
Se  -0.9934  2.2005  -2.5586
H  -2.0308  1.6352  -4.7304
H  -3.4868  -0.7532  -5.0539
H  -4.1219  0.5844  -4.0949
H  -2.6946  -1.9900  -1.7487
H  -3.5313  -2.2694  -3.2843
H  -4.3592  -0.5504  -1.2307
H  -0.6136  -0.3718  -4.3346
H  -1.3773  -1.9420  -4.2724
H  -1.9205  0.2601  -1.2237
H  -3.2004  1.2000  -1.9893
C  6.3712  0.1128  -0.3537
C  5.2644  0.8228  -1.1164
S  3.6245  0.3779  -0.5277
O  2.7200  1.0247  -1.5721
C  3.5947  -1.3965  -0.8677
C  4.0203  -1.7997  -2.2668
H  7.3343  0.5222  -0.6553
H  6.3857  -0.9564  -0.5594
H  6.2739  0.2591  0.7228
H  5.2708  0.6165  -2.1862
H  5.3128  1.9029  -0.9768
H  2.5489  -1.6527  -0.6818
H  4.1954  -1.8584  -0.0813
H  3.4522  -1.2525  -3.0178
H  3.7961  -2.8558  -2.4120
H  5.0882  -1.6560  -2.4306
C  1.9980  -0.4037  5.6720
C  0.6228  -0.3933  5.4703
C  0.1077  -0.2578  4.1913
C  0.9665  -0.1329  3.1026
C  2.3414  -0.1474  3.3098
C  2.8583  -0.2791  4.5930
As  0.3128  0.1014  1.2768
C  -1.3975  -0.8088  1.3561
C  -1.6268  -2.1710  1.2610
C  -2.9286  -2.6512  1.2814
C  -3.9942  -1.7660  1.3880
C  -3.7678  -0.4014  1.4824
C  -2.4652  0.0880  1.4635
C  -2.0788  1.5094  1.5218
C  -2.9502  2.5911  1.5993
C  -2.4464  3.8811  1.6368
C  -1.0756  4.1061  1.5982
C  -0.2005  3.0348  1.5105
C  -0.7031  1.7441  1.4752
H  2.3964  -0.5092  6.6727
H  -0.0471  -0.4892  6.3151
H  -0.9645  -0.2471  4.0341
H  3.0102  -0.0488  2.4610
H  3.9295  -0.2848  4.7492
H  -0.7980  -2.8610  1.1570
H  -3.1137  -3.7142  1.2007
H  -5.0094  -2.1402  1.3842
H  -4.6089  0.2763  1.5706
H  -4.0214  2.4330  1.6274
H  -3.1276  4.7202  1.6898
H  -0.6931  5.1178  1.6205
H  0.8681  3.2074  1.4571

Cartesian forces, eV/Å:
-0.1384 0.0415 0.0918
-0.0020 0.0248 -0.0184
-0.0221 -0.0103 0.0205
-0.0276 -0.0137 -0.0173
0.0337 -0.0195 -0.0197
-0.0193 0.0649 -0.0211
0.0587 -0.0723 -0.0129
-0.0005 -0.0077 -0.1156
0.0344 0.0525 0.0847
0.0770 -0.0219 -0.0185
0.0087 -0.0112 -0.0041
0.0004 -0.0045 0.0129
0.0043 0.0017 -0.0128
-0.0119 0.0159 -0.0006
0.0194 -0.0114 0.0006
-0.0186 -0.0257 0.0831
-0.0030 -0.0057 0.0132
-0.0035 0.0005 0.0042
-0.0480 -0.0234 0.0225
-0.0084 -0.0382 0.0206
0.0124 0.0207 0.0036
-0.0682 -0.0441 -0.0027
0.1298 -0.0524 -0.0083
0.0295 -0.0185 0.0257
-0.0002 0.1060 -0.0331
-0.0396 -0.0196 0.0099
0.0051 -0.0075 0.0055
-0.0040 -0.0090 0.0080
-0.0099 -0.0061 0.0070
0.0443 0.0032 -0.0100
-0.0340 0.0097 -0.0125
-0.0046 -0.0414 0.0256
0.0068 0.0185 0.0248
0.0162 0.0176 -0.0033
-0.0159 0.0017 0.0113
-0.0052 0.0151 -0.0169
0.0009 0.0005 0.0105
0.0142 -0.0040 0.0138
-0.0006 0.0138 -0.0498
-0.0211 0.0051 0.0202
-0.0389 0.0046 -0.0442
-0.0042 -0.0009 -0.0011
-0.0480 0.0611 -0.1697
0.0356 0.0034 0.0596
0.0637 -0.0644 0.0029
0.0181 -0.0265 -0.0146
-0.0164 0.0001 -0.0138
-0.0501 0.0338 -0.0172
-0.0122 -0.0448 -0.0210
0.0158 0.1251 0.0084
-0.0312 -0.0436 0.0013
0.0060 0.0115 0.0043
-0.0159 0.0173 -0.0056
0.0330 -0.0709 -0.0268
0.0500 0.0293 0.0768
0.0013 0.0003 0.0041
-0.0107 -0.0023 -0.0062
-0.0090 -0.0033 0.0163
0.0072 -0.0021 0.0398
0.0054 -0.0040 -0.0040
-0.0141 0.0091 -0.0228
-0.0019 -0.0006 -0.0078
-0.0039 -0.0147 0.0137
0.0169 0.0041 -0.0151
0.0089 0.0019 -0.0102
-0.0002 0.0024 0.0020
0.0033 0.0081 0.0003
0.0025 0.0208 0.0084

Frontier orbital gap (eV)
11.26 7.41
ΔE to the lowest compared entry with this formula, charge and spin (kJ/mol)
192.69 14.07
HOMO level (eV)
-10.689 -7.446